A:
This record from the OMol25 dataset describes a 2-piece molecular cluster, C4H14N3 overall. The level of theory is ωB97M-V/def2-TZVPD.

Positions of all 21 atoms, in Å:
1 C 2.1911 -0.2385 1.8058
2 C 0.6959 -0.6584 -0.1164
3 N 1.7942 -0.1628 0.4198
4 N -0.1221 -1.4882 0.5443
5 N 0.4760 -0.4716 -1.4180
6 H 2.4404 0.2778 -0.2162
7 H -0.1542 -1.5131 1.5588
8 H -1.1065 -1.3262 0.3339
9 H 1.0041 0.1977 -1.9496
10 H -0.0724 -1.1940 -1.8562
11 H 1.3155 -0.0548 2.4397
12 H 2.8862 0.5675 2.0292
13 H 2.6005 -1.1863 2.1535
14 C -2.9549 1.1711 -0.9461
15 C -1.6340 1.5048 -0.2845
16 H -3.7048 1.8737 -0.5749
17 H -3.0410 1.3490 -2.0174
18 H -3.3908 0.1981 -0.7086
19 H -1.2607 0.9578 0.5727
20 H -1.6379 2.5723 -0.0551
21 H -0.8257 1.6266 -1.0117

As for the orbital gap: 11.35 eV. As for the charge: +1. The HOMO energy is -14.378 eV.

Atom charges from the Mulliken analysis, given in e for atoms 1 to 8:
1 C -0.97
2 C 0.60
3 N -0.16
4 N -0.51
5 N -0.33
6 H 0.22
7 H 0.33
8 H 0.29

***

B:
This record from the OMol25 dataset describes a 2-piece molecular cluster, C4H14N3 overall. The level of theory is ωB97M-V/def2-TZVPD.

Positions of all 21 atoms, in Å:
1 C 1.2407 0.3043 -2.4474
2 C 0.5502 -1.5016 3.0537
3 C 0.0834 1.2097 -2.0794
4 C -0.2300 1.3281 -0.6704
5 N -1.6419 0.5903 1.0082
6 N -0.6861 -0.9690 -0.4282
7 N -0.7698 0.3589 -0.0569
8 H 0.9563 -0.7504 -2.4074
9 H 1.3937 0.4708 -3.4931
10 H 2.1755 0.5368 -1.9075
11 H 1.0351 -2.1740 3.7742
12 H 0.6747 -0.4260 3.4705
13 H -0.5465 -1.7084 2.8918
14 H -0.7805 0.8541 -2.5692
15 H 0.3670 2.2104 -2.5201
16 H 1.1430 -1.3009 2.1019
17 H -0.2962 2.2419 -0.2192
18 H -1.8702 -0.0296 1.7536
19 H -1.8842 1.6142 1.2264
20 H 0.2640 -1.2365 -0.6100
21 H -1.1781 -1.6231 0.1282

As for the orbital gap: 10.13 eV. As for the charge: +1. The HOMO energy is -14.271 eV.

Atom charges from the Mulliken analysis, given in e for atoms 1 to 8:
1 C -1.13
2 C -0.79
3 C -0.43
4 C -0.06
5 N -0.76
6 N -0.69
7 N 1.00
8 H 0.36

***

In terms of stability, A leads; the second structure lies 3.564 eV higher.

***

A:
This record from the OMol25 dataset describes a 2-piece molecular cluster, C4H14N3 overall. The level of theory is ωB97M-V/def2-TZVPD.

Positions of all 21 atoms, in Å:
1 C -0.2582 2.8358 -1.0041
2 C 0.7906 1.0133 0.1931
3 N 0.5417 2.3153 0.1074
4 N 0.5500 0.1609 -0.7933
5 N 1.5843 0.6059 1.2042
6 H 0.9195 3.0449 0.6830
7 H 0.2034 0.4199 -1.6919
8 H 0.4977 -0.8324 -0.6183
9 H 1.7425 1.2260 1.9840
10 H 1.6704 -0.3822 1.3769
11 H -0.8548 3.6448 -0.5636
12 H -0.9550 2.1024 -1.3976
13 H 0.2930 3.3092 -1.8210
14 C -1.3248 -2.1029 0.7632
15 C -0.3780 -2.7680 -0.2198
16 H -1.5138 -2.7120 1.6585
17 H -0.8711 -1.1966 1.1725
18 H -2.3388 -1.9295 0.3971
19 H 0.6669 -2.5611 0.0380
20 H -0.5830 -3.8371 -0.2307
21 H -0.3826 -2.3569 -1.2374

As for the orbital gap: 11.89 eV. As for the charge: +1. The HOMO energy is -14.867 eV.

Atom charges from the Mulliken analysis, given in e for atoms 1 to 8:
1 C -0.97
2 C 0.82
3 N -0.15
4 N -0.26
5 N -0.41
6 H 0.24
7 H 0.22
8 H -0.03

***

B:
This record from the OMol25 dataset describes a 2-piece molecular cluster, C4H14N3 overall. The level of theory is ωB97M-V/def2-TZVPD.

Positions of all 21 atoms, in Å:
1 C 1.1024 2.1136 -0.8726
2 N 2.5176 1.8836 -1.0344
3 C 0.3553 0.8031 -0.9576
4 N -1.1243 1.0116 -0.7989
5 H 0.7557 2.7470 -1.7020
6 H 0.8270 2.6338 0.0654
7 H 2.9884 2.7743 -0.9025
8 H 2.8784 1.3608 -0.2375
9 H 0.6483 0.1220 -0.1581
10 H 0.5019 0.3117 -1.9194
11 H -1.6178 0.1237 -0.6842
12 H -1.3081 1.5408 0.0565
13 H -1.5392 1.5077 -1.5917
14 C -0.8136 -2.4324 0.3180
15 C -0.8936 -2.4155 2.6190
16 N -0.5967 -3.0957 1.6043
17 H 0.0755 -2.3767 -0.3076
18 H -1.1332 -1.3870 0.4834
19 H -1.5975 -2.9564 -0.2252
20 H -0.9039 -2.9238 3.5830
21 H -1.1225 -1.3463 2.6622

As for the orbital gap: 9.25 eV. As for the charge: +1. The HOMO energy is -13.059 eV.

Atom charges from the Mulliken analysis, given in e for atoms 1 to 8:
1 C -0.57
2 N -0.60
3 C -0.51
4 N -0.28
5 H 0.37
6 H 0.38
7 H 0.27
8 H 0.24

***

In terms of stability, A leads; the second structure lies 2.069 eV higher.

***

A:
This record from the OMol25 dataset describes a 2-piece molecular cluster, C4H14N3 overall. The level of theory is ωB97M-V/def2-TZVPD.

Positions of all 21 atoms, in Å:
1 C 1.0220 -1.1787 -0.4123
2 C 1.2341 0.2898 1.5187
3 N 0.4948 -0.3985 0.7116
4 N 2.6261 0.0543 1.6294
5 N 0.7388 1.1512 2.5095
6 H -0.5357 -0.5619 0.9326
7 H 3.1817 -0.7574 1.3455
8 H 2.9962 0.7135 2.3689
9 H -0.2043 1.6415 2.5437
10 H 1.1267 1.2753 3.3390
11 H 0.8486 -2.2114 -0.1153
12 H 1.9922 -0.9667 -0.6608
13 H 0.7004 -1.0955 -1.3777
14 C -2.1808 -0.3506 -2.1733
15 C -1.9346 0.9077 -1.3937
16 H -2.7400 -1.0628 -1.6517
17 H -2.6075 -0.3727 -3.1292
18 H -1.2917 -0.8212 -2.6546
19 H -1.9711 0.7296 -0.3441
20 H -0.8575 1.2511 -1.4372
21 H -2.6384 1.7633 -1.5489

As for the orbital gap: 11.03 eV. As for the charge: +1. The HOMO energy is -14.280 eV.

Atom charges from the Mulliken analysis, given in e for atoms 1 to 8:
1 C -1.09
2 C 0.72
3 N -0.13
4 N -0.42
5 N -0.43
6 H 0.35
7 H 0.25
8 H 0.23

***

B:
This record from the OMol25 dataset describes a 2-piece molecular cluster, C4H14N3 overall. The level of theory is ωB97M-V/def2-TZVPD.

Positions of all 21 atoms, in Å:
1 N 2.6386 0.6494 -0.7374
2 C 1.6779 0.8056 0.3542
3 C 1.1999 -0.5772 0.7828
4 N -0.0646 -0.4931 1.5520
5 H 3.3789 0.0236 -0.4398
6 H 3.0867 1.5355 -0.9336
7 H 0.8315 1.3822 -0.0159
8 H 2.0923 1.2952 1.2339
9 H 1.0257 -1.1835 -0.1139
10 H 1.9816 -1.0400 1.3763
11 H -0.1242 -1.2796 2.1845
12 H -0.0539 0.3508 2.1101
13 C -1.6220 0.7315 -1.3839
14 C -2.0597 -1.3302 -0.1744
15 N -2.4790 -0.2596 -0.7279
16 H -1.5508 1.6038 -0.7272
17 H -2.0763 1.0085 -2.3332
18 H -0.6279 0.3101 -1.5181
19 H -1.0280 -1.6173 -0.2855
20 H -2.8043 -1.9606 0.2996
21 H -3.4224 0.0449 -0.5027

As for the orbital gap: 8.28 eV. As for the charge: +1. The HOMO energy is -12.666 eV.

Atom charges from the Mulliken analysis, given in e for atoms 1 to 8:
1 N -0.59
2 C -0.53
3 C -0.46
4 N -0.48
5 H 0.24
6 H 0.24
7 H 0.22
8 H 0.38

***

C:
This record from the OMol25 dataset describes a 2-piece molecular cluster, C4H14N3 overall. The level of theory is ωB97M-V/def2-TZVPD.

Positions of all 21 atoms, in Å:
1 C 1.0458 2.3722 0.3758
2 C 0.9365 1.3279 1.5191
3 N -0.3577 0.5970 1.4394
4 H 1.9055 3.0529 0.4680
5 H 1.1140 1.8886 -0.6164
6 H 0.1203 2.9984 0.3696
7 H 1.7525 0.6015 1.4456
8 H 0.9346 1.8462 2.4738
9 H -1.1187 1.2694 1.2669
10 H -0.5799 -0.0118 2.2364
11 H -0.2596 -0.0270 0.5472
12 C -0.3212 -2.5566 -0.1401
13 N -0.0044 -1.3385 -0.8969
14 C -0.9142 -0.9195 -1.8614
15 N -0.5494 0.0332 -2.6687
16 H 0.3898 -3.3656 -0.3276
17 H -0.3085 -2.3912 0.9365
18 H -1.3399 -2.9442 -0.3614
19 H 0.9035 -1.3220 -1.2785
20 H -1.8782 -1.4554 -1.8718
21 H -1.4707 0.3447 -3.0556

As for the orbital gap: 9.96 eV. As for the charge: +1. The HOMO energy is -13.250 eV.

Atom charges from the Mulliken analysis, given in e for atoms 1 to 8:
1 C -1.04
2 C -0.33
3 N -0.12
4 H 0.33
5 H 0.33
6 H 0.32
7 H 0.29
8 H 0.37

***

In terms of stability, C leads; the second structure lies 0.403 eV higher.

***

A:
This record from the OMol25 dataset describes a 2-piece molecular cluster, C4H14N3 overall. The level of theory is ωB97M-V/def2-TZVPD.

Positions of all 21 atoms, in Å:
1 C -3.0057 -1.0818 1.8783
2 C -2.2083 0.2705 2.2808
3 H -2.3013 -1.8366 1.4859
4 H -3.2327 -1.5849 2.8314
5 H -3.8537 -0.8315 1.2620
6 H -2.6579 0.9809 1.5879
7 H -1.2069 -0.0176 1.9714
8 H -2.4132 0.4647 3.3234
9 C 1.9669 1.2348 -2.7404
10 C 1.5628 -0.0611 -0.7147
11 N 2.2905 0.8100 -1.3790
12 N 1.7690 -0.2639 0.5937
13 N 0.5896 -0.8061 -1.2622
14 H 2.9210 1.4685 -0.9486
15 H 2.5921 0.0854 1.0546
16 H 1.2594 -0.9840 1.0800
17 H 0.3230 -0.6236 -2.2126
18 H -0.0605 -1.3086 -0.6780
19 H 1.4167 2.1907 -2.7855
20 H 1.3758 0.5158 -3.2918
21 H 2.8733 1.3783 -3.3368

As for the orbital gap: 11.08 eV. As for the charge: +1. The HOMO energy is -14.168 eV.

Atom charges from the Mulliken analysis, given in e for atoms 1 to 8:
1 C -0.81
2 C -0.37
3 H 0.23
4 H 0.26
5 H 0.28
6 H 0.21
7 H -0.12
8 H 0.32

***

B:
This record from the OMol25 dataset describes C4H14N3 as an isolated structure. The level of theory is ωB97M-V/def2-TZVPD.

Positions of all 21 atoms, in Å:
1 C 0.7824 0.1057 2.4943
2 C 0.1386 -0.1516 1.2901
3 N 0.8869 -0.6715 0.1652
4 N 0.1478 0.6242 3.6262
5 H 1.8136 -0.0964 2.6001
6 H -0.9687 0.0229 1.1649
7 H 0.6869 0.1307 -0.8701
8 H 1.8509 -0.6881 0.3858
9 H 0.5805 -1.6289 -0.1077
10 H -0.9011 0.6207 3.5100
11 H 0.4145 0.1096 4.4378
12 C -1.1945 -1.0129 -2.7466
13 C -1.0494 0.4388 -2.2133
14 N 0.3706 0.7815 -1.8898
15 H -0.8001 -1.6883 -2.0309
16 H -2.2437 -1.1880 -2.9385
17 H -0.6476 -1.1129 -3.6676
18 H -1.4454 1.1660 -2.9764
19 H -1.6173 0.5491 -1.2687
20 H 0.8816 0.5595 -2.7061
21 H 0.4967 1.8246 -1.7906

As for the orbital gap: 9.26 eV. As for the charge: +1. The HOMO energy is -11.977 eV.

Atom charges from the Mulliken analysis, given in e for atoms 1 to 8:
1 C -0.27
2 C -0.10
3 N -0.49
4 N -0.51
5 H 0.31
6 H 0.17
7 H 0.39
8 H 0.28

***

In terms of stability, A leads; the second structure lies 0.679 eV higher.